Entry 1:
# C2H9N4

2 unconnected molecules or ions with the total composition C2H9N4 at a distorted geometry (wB97M-V/def2-TZVPD, OMol25).

Output
E_HOMO (spin up / spin down): -0.324 / -0.536 Ha
HOMO-LUMO gap (spin up / spin down): 5.693 / 6.875 eV
strongest force on any atom: 9.16 eV/Å
expectation value of S²: 2.009
net charge: +1
energy relative to the best compared isomer or geometry (same formula, charge and spin): 98.2 kcal per mole
multiplicity: 3

```
15
Properties=species:S:1:pos:R:3:mulliken_spin:R:1
C -2.22888 0.49183 -0.02071 0.5599
C 1.85754 0.42380 -0.58600 -0.0002
N -1.46670 1.37751 0.29329 0.4151
N -2.82555 -0.39926 -0.55212 0.8515
N 0.36507 -1.39529 0.34921 0.0270
N 0.81041 -0.07589 0.47425 0.0519
H 1.46297 1.17767 -1.28220 0.0052
H 2.79007 0.80880 -0.08099 0.0001
H 2.22893 -0.42406 -1.14740 -0.0011
H -1.74729 2.34077 0.53964 0.1173
H -3.13560 -1.21633 -0.10328 -0.0045
H 0.63918 -2.12928 0.86748 0.0013
H -0.07322 -1.56838 -0.61063 -0.0019
H -0.06367 0.63213 0.53704 -0.0123
H 1.38672 -0.04401 1.32241 -0.0093
```


Entry 2:
# C22H68F9NO20PS

17 unconnected molecules or ions with the total composition C22H68F9NO20PS at a distorted geometry (wB97M-V/def2-TZVPD, OMol25).

Output
E_HOMO: -0.156 Ha
HOMO-LUMO gap: 6.049 eV
strongest force on any atom: 3.73 eV/Å
net charge: -1

```
122
Properties=species:S:1:pos:R:3:mulliken_charge:R:1
O 2.50997 -0.17976 2.72032 -0.9040
C 1.99163 -0.63119 1.69236 0.9958
O 2.20827 -1.85886 1.38608 -0.8479
C 1.02903 0.15115 0.72616 -1.3419
N 0.10070 1.11764 1.37082 0.4357
C -0.73109 0.54782 2.38514 0.2530
F -0.15697 0.50743 3.62744 -0.2629
F -0.99504 -0.76766 2.09862 -0.2962
C -2.19152 1.19076 2.48573 0.6134
F -2.97033 0.19650 3.05529 -0.3160
F -2.26031 2.23681 3.33041 -0.2550
C -2.85688 1.45674 1.08665 0.7086
F -2.65766 2.72021 0.63347 -0.2776
F -2.45511 0.59503 0.12695 -0.2472
C -4.44165 1.28596 1.16957 0.4393
F -4.83483 0.01972 1.04246 -0.1708
F -4.94266 1.91653 2.23286 -0.2549
F -4.94782 1.93792 0.06579 -0.2696
P 0.78363 2.66801 1.73627 0.5854
O 0.09792 3.76336 0.63643 -0.4101
O 0.44096 3.27848 3.21168 -0.4368
S 2.69972 2.81914 1.50676 -0.3952
H 0.48083 -0.62071 0.15088 0.3789
H 1.67789 0.64164 -0.03284 0.6652
H 0.05567 3.36807 -0.24929 0.2536
H -0.12231 4.07081 3.10656 0.2581
C 0.60320 7.28093 2.82378 -0.5613
O -0.31694 6.29488 3.27877 -0.4345
H 1.36396 6.79021 2.22040 0.2217
H 0.08276 8.02411 2.21406 0.2596
H 1.07948 7.76963 3.67764 0.2828
H -0.98262 6.74275 3.80980 0.2545
C 3.56379 -1.06973 -2.57522 -0.7570
O 3.21514 -0.97486 -1.20411 -0.2303
H 2.83786 -0.50373 -3.15743 0.2353
H 4.56189 -0.65107 -2.74000 0.2765
H 3.54513 -2.11639 -2.89657 0.2781
H 3.86370 -1.47973 -0.70034 0.2182
C -0.54952 -3.40804 -1.16926 -0.8057
O 0.12893 -2.16589 -1.08643 -0.4692
H -1.60238 -3.21668 -1.37796 0.3045
H -0.12464 -4.01152 -1.97810 0.2854
H -0.46080 -3.94510 -0.22145 0.3707
H 1.06237 -2.35197 -0.89827 0.1817
C 4.72206 -1.75272 5.03458 -0.6680
O 4.99750 -0.77374 4.05351 -0.4057
H 5.64679 -1.98607 5.56486 0.1408
H 3.98422 -1.36605 5.74538 0.2662
H 4.34073 -2.66054 4.55794 0.3083
H 4.15418 -0.58685 3.59898 0.4942
C -7.13644 2.29520 -2.91012 -0.2045
O -7.43390 2.39082 -1.52178 -0.5373
H -7.89914 2.83209 -3.47134 0.2659
H -6.15795 2.74453 -3.10871 -0.0043
H -7.13324 1.24825 -3.21734 0.1819
H -6.74428 1.90924 -1.04997 0.3305
C -1.65868 -6.98899 0.40445 -0.5823
O -0.46133 -6.87262 -0.35365 -0.4562
H -2.23998 -6.07639 0.28195 0.2378
H -2.24096 -7.84162 0.04228 0.2286
H -1.41844 -7.12456 1.46196 0.3501
H 0.03554 -7.69026 -0.23135 0.2329
C -4.11418 3.86343 -4.99576 -0.7782
O -3.03422 3.52675 -4.13328 -0.5068
H -3.72041 4.37841 -5.87112 0.3384
H -4.62805 2.95309 -5.31323 0.2799
H -4.80983 4.52220 -4.46842 0.3753
H -3.40905 3.07355 -3.36937 0.2932
C -2.02761 7.06780 -4.77678 -0.5500
O -2.66834 6.41598 -3.69141 -0.4892
H -1.72829 8.06601 -4.46151 0.2532
H -1.14119 6.49948 -5.07308 0.2172
H -2.71690 7.14848 -5.62338 0.2660
H -2.91877 5.53386 -3.99326 0.2987
C 0.76131 -10.09331 -2.59401 -0.5000
O 0.39298 -9.99417 -1.22247 -0.4816
H 0.04582 -9.52631 -3.18561 0.1883
H 1.76096 -9.67862 -2.74422 0.2613
H 0.74311 -11.13913 -2.91136 0.2633
H 1.03625 -10.50052 -0.71570 0.2812
C -5.99394 -2.98454 0.62116 -0.4829
O -6.00317 -4.38253 0.89352 -0.5160
H -5.35566 -2.80137 -0.24081 0.1968
H -7.00893 -2.64320 0.39777 0.2932
H -5.60028 -2.44057 1.48239 0.2467
H -6.57136 -4.52119 1.65766 0.2747
C 7.29347 2.35291 3.22661 0.1226
O 6.19608 1.86559 2.46823 -0.3636
H 7.20847 3.43648 3.30610 0.2077
H 7.27552 1.91467 4.22890 -0.2127
H 8.22996 2.10134 2.72859 0.1029
H 6.28955 0.90776 2.41140 0.2118
C 7.31433 -0.28441 7.65390 -0.4572
O 7.58894 0.69556 6.66385 -0.4862
H 8.23747 -0.51264 8.18506 0.2430
H 6.57607 0.10160 8.36258 0.2492
H 6.93704 -1.19346 7.18055 0.1392
H 6.75995 0.88179 6.20572 0.2648
C -3.93150 -6.91955 -2.59969 -0.5736
O -3.23697 -5.68432 -2.51270 -0.4424
H -4.97992 -6.72048 -2.81479 0.2522
H -3.50643 -7.52532 -3.40564 0.2753
H -3.85559 -7.45547 -1.65020 0.1972
H -2.31355 -5.89115 -2.32173 0.2674
C 0.47657 5.04167 -3.02345 -0.5838
O 1.61276 4.37482 -2.49271 -0.4554
H -0.37658 4.84483 -2.37779 0.2635
H 0.66220 6.11909 -3.05817 0.2858
H 0.26507 4.66542 -4.02901 0.2717
H 2.35374 4.56305 -3.07671 0.2344
C -7.73748 -1.79669 -4.91877 -0.5292
O -7.08851 -0.53076 -4.87031 -0.4868
H -8.80266 -1.63329 -5.07001 0.2182
H -7.34268 -2.38851 -5.74845 0.2458
H -7.58531 -2.33191 -3.97834 0.2359
H -6.14920 -0.69722 -4.73608 0.2887
C 11.53364 2.15050 1.83254 -0.5247
O 10.21096 2.65103 1.69334 -0.4539
H 11.52207 1.34246 2.56127 0.2262
H 11.89215 1.76536 0.87375 0.2450
H 12.19996 2.94317 2.18454 0.2431
H 10.24011 3.36340 1.04645 0.2641
```


Entry 3:
# C3H7N3OS

C3H7N3OS in the gas phase at a distorted geometry (wB97M-V/def2-TZVPD, OMol25).

Output
E_HOMO: -0.295 Ha
HOMO-LUMO gap: 8.823 eV
strongest force on any atom: 4.11 eV/Å
structure (SMILES): C=NS/C(=N/O)NC
energy relative to the best compared isomer or geometry (same formula, charge and spin): 101.5 kcal per mole

```
15
Properties=species:S:1:pos:R:3:mulliken_charge:R:1
C -1.74700 0.75206 2.52953 -0.2438
N -1.16908 0.24207 1.52091 -0.2765
S 0.14416 1.16753 0.69250 -0.0420
C 0.39427 0.09225 -0.63840 0.5114
N 0.48702 0.70208 -1.83694 -0.4735
O 0.80918 -0.13913 -2.89696 -0.4145
N 0.39795 -1.31605 -0.55057 -0.2164
C 0.36283 -2.22129 0.54614 -0.7429
H -2.37136 0.00891 3.13921 0.2351
H -1.45360 1.74064 2.91114 0.2153
H 1.00794 0.55949 -3.65473 0.3639
H 0.75202 -1.75460 -1.48971 0.2876
H 0.83034 -1.69340 1.42999 0.2735
H -0.67237 -2.47590 0.90095 0.2159
H 1.05512 -3.08744 0.30139 0.3067
```


Entry 4:
# C7H13IO2SSi

A molecular structure, C7H13IO2SSi at a distorted geometry (wB97M-V/def2-TZVPD, OMol25).

Output
E_HOMO (spin up / spin down): -0.320 / -0.343 Ha
HOMO-LUMO gap (spin up / spin down): 6.882 / 7.991 eV
strongest force on any atom: 5.51 eV/Å
energy relative to the best compared isomer or geometry (same formula, charge and spin): 94.4 kcal per mole

```
25
Properties=species:S:1:pos:R:3:mulliken_charge:R:1
C 1.00272 0.53299 1.70727 -0.3215
C -0.67674 -0.45795 -1.25896 0.1620
C 0.33196 -0.65882 2.32575 -0.8821
C 0.00323 -1.84640 1.32243 -0.6396
C -1.26608 2.14136 0.33391 -1.1835
C -0.09011 -1.11778 -2.45562 -1.1885
C 1.50859 1.75304 -1.18438 -1.5465
O -1.75764 -2.73064 -0.46131 -0.6985
O -2.38461 -0.75046 0.93393 -0.5885
Si 0.10931 0.91235 -0.14536 0.8023
S -1.40172 -1.43486 0.12175 1.0091
I 3.12248 0.19057 1.73527 0.0180
H 0.89261 -0.98554 3.12736 0.6266
H -0.50423 -0.18843 2.84738 0.3039
H 0.94818 -2.04673 0.86030 0.2826
H -0.47531 -2.67563 1.70353 0.4914
H -1.28392 3.05256 -0.27169 0.4112
H -2.34050 1.75865 0.02435 0.2740
H -1.19284 2.54420 1.34510 0.3662
H 0.69296 -0.56565 -2.75994 0.3641
H 0.07375 -2.09012 -2.32824 0.4361
H -0.78435 -1.20383 -3.41359 0.2541
H 2.33244 2.16247 -0.61323 0.3749
H 1.94851 1.10707 -1.87023 0.3748
H 1.19132 2.59758 -1.62578 0.4972
```


Entry 5:
# C3H4N2S

C3H4N2S in the gas phase at a distorted geometry (wB97M-V/def2-TZVPD, OMol25).

Output
E_HOMO: -0.330 Ha
HOMO-LUMO gap: 9.262 eV
strongest force on any atom: 4.73 eV/Å
structure (SMILES): Sn1ccnc1
energy relative to the best compared isomer or geometry (same formula, charge and spin): 37.3 kcal per mole

```
10
Properties=species:S:1:pos:R:3:mulliken_charge:R:1
S -2.37143 -0.07501 -0.19469 -0.1122
N -0.55267 -0.03543 -0.24823 -0.1267
C 0.21052 1.05053 -0.14325 -0.0770
C 1.47310 0.52821 -0.14519 -0.4548
N 1.51489 -0.88211 -0.12926 -0.5516
C 0.20452 -1.19280 -0.17442 -0.0437
H -2.35225 -0.40594 1.12987 0.1654
H -0.25727 1.96061 -0.09413 0.4557
H 2.36273 1.15959 0.10442 0.3122
H -0.23214 -2.10764 -0.10512 0.4326
```


Entry 6:
# C6H15O4PS

2 unconnected molecules or ions with the total composition C6H15O4PS at a distorted geometry (wB97M-V/def2-TZVPD, OMol25).

Output
E_HOMO: -0.336 Ha
HOMO-LUMO gap: 9.866 eV
strongest force on any atom: 5.01 eV/Å
energy relative to the best compared isomer or geometry (same formula, charge and spin): 66.2 kcal per mole

```
27
Properties=species:S:1:pos:R:3:mulliken_charge:R:1
C -0.94914 -0.97764 0.81792 -0.8720
C -2.40707 -0.71653 1.03965 -0.5275
C 0.66200 2.87306 0.08264 -0.9058
C 3.20007 -2.12124 -0.29278 -0.9658
C -3.13807 -1.09812 -0.23597 -0.4871
C -0.14748 2.29914 -1.09395 -0.2176
O 0.31126 -0.75373 -1.64109 -0.7789
O 2.05244 -0.06908 0.64528 -0.5408
O -2.21308 -0.91720 -1.38352 -0.4416
O -1.09810 1.33126 -0.72628 -0.3734
P -0.83007 -0.27834 -0.84634 1.0776
S 3.21567 -0.26619 -0.26113 0.3357
H -0.33650 -0.57462 1.47062 0.5459
H -2.63254 0.27678 1.13692 0.3368
H -2.92690 -1.35405 1.93607 0.3010
H -0.77406 -1.99281 0.81642 0.4235
H -0.07463 3.05039 0.80496 0.3097
H 1.31270 2.04667 0.44239 0.1757
H 1.19115 3.84495 -0.40826 0.3110
H 4.10319 -2.44460 -0.50447 0.4878
H 3.05350 -2.40830 0.73978 0.2846
H 2.40860 -2.38713 -0.83036 0.2722
H -4.05108 -0.40146 -0.55377 0.2172
H -3.34638 -2.09250 -0.34862 0.3495
H 0.63047 1.76987 -1.70228 0.2705
H -0.81737 3.13799 -1.47501 0.2878
H 2.75226 -0.09504 -1.45691 0.1240
```


Entry 7:
# C2HClN2S2

C2HClN2S2 in the gas phase at a distorted geometry (wB97M-V/def2-TZVPD, OMol25).

Output
E_HOMO (spin up / spin down): -0.228 / -0.337 Ha
HOMO-LUMO gap (spin up / spin down): 6.326 / 6.297 eV
strongest force on any atom: 3.32 eV/Å
expectation value of S²: 2.014
multiplicity: 3

```
8
Properties=species:S:1:pos:R:3:mulliken_spin:R:1
C 0.89471 -0.05832 0.39119 0.2806
C -1.15428 0.77301 0.24756 0.2965
N 0.04718 0.77580 0.84165 -0.0579
N 0.38943 -0.90899 -0.69662 0.2588
S -2.41453 1.71630 0.62036 0.8107
S -1.18761 -0.47293 -1.07514 0.3941
Cl 2.46742 -0.28085 0.89900 0.0287
H 0.95767 -1.54402 -1.22800 -0.0114
```


Entry 8:
# C33H24Cl2CrN8O2S2

A molecular structure, C33H24Cl2CrN8O2S2 at a distorted geometry (wB97M-V/def2-TZVPD, OMol25).

Output
E_HOMO (spin up / spin down): -0.189 / -0.283 Ha
HOMO-LUMO gap (spin up / spin down): 4.505 / 7.304 eV
strongest force on any atom: 1.38 eV/Å
expectation value of S²: 6.066
multiplicity: 5

```
72
Properties=species:S:1:pos:R:3:mulliken_spin:R:1
Cr 0.27524 1.30064 0.73139 3.4919
Cl -3.70091 5.62438 -2.76435 0.0000
C -2.43830 4.51223 -2.35162 0.0013
C -2.36414 4.05389 -1.03928 -0.0027
C -1.35747 3.17525 -0.67136 0.0187
N -1.13611 2.65437 0.62113 -0.0541
C -1.73515 3.07956 1.73839 0.0313
O -2.53278 3.99935 1.89115 0.0202
C -1.26035 2.28773 2.94802 0.0334
C -1.80560 2.52328 4.19430 -0.0051
C -1.32187 1.81636 5.28103 0.0095
C -0.29297 0.90784 5.08543 -0.0009
C 0.19827 0.72944 3.80696 0.0369
N -0.27981 1.39215 2.75173 -0.0873
C -0.42361 2.72862 -1.63751 0.0248
C -0.49642 3.20949 -2.93604 -0.0064
C -1.50193 4.10483 -3.28805 -0.0001
Cl -1.54290 4.69570 -4.91658 -0.0002
N 0.51747 1.80522 -1.14442 -0.0884
C 1.52684 1.26548 -1.84735 0.0198
O 1.83767 1.44131 -3.01669 0.0208
C 2.31742 0.28609 -0.99117 0.0418
C 3.41080 -0.37284 -1.51386 -0.0028
C 4.08395 -1.28697 -0.72143 0.0085
C 3.62714 -1.52328 0.56519 0.0050
C 2.52840 -0.81833 1.01765 0.0348
N 1.89232 0.08022 0.26670 -0.1109
H -3.08538 4.38747 -0.30984 0.0015
H -2.59220 3.26116 4.27149 -0.0003
H -1.73640 1.97163 6.26913 0.0006
H 0.12441 0.33927 5.90457 -0.0001
H 0.99797 0.02568 3.61753 -0.0123
H 0.21991 2.87968 -3.67244 0.0020
H 3.69323 -0.15354 -2.53406 0.0001
H 4.94422 -1.82041 -1.10446 0.0007
H 4.10352 -2.24601 1.21286 0.0000
H 2.13030 -0.99374 2.00823 -0.0089
S 2.10018 3.02865 1.45305 -0.0286
C 1.96682 4.21988 0.27081 0.0384
N 1.01394 5.13064 0.18489 0.0179
C 0.95311 5.91547 -1.04969 -0.0015
C 2.37006 5.90932 -1.61216 0.0016
S 3.10515 4.35238 -1.02295 0.0063
H 0.19047 5.02904 0.76570 -0.0012
H 0.61656 6.92650 -0.82909 0.0002
H 0.25014 5.45258 -1.74139 0.0016
H 2.96915 6.73537 -1.23329 0.0005
H 2.37525 5.92077 -2.69873 -0.0001
N -0.94113 -5.20226 -1.48714 0.0158
C -0.99139 -6.56785 -1.29589 0.0161
C -0.97194 -7.64329 -2.17315 -0.0070
C -1.04980 -8.90951 -1.61473 0.0219
C -1.14521 -9.08679 -0.22831 -0.0096
C -1.16633 -8.00582 0.63786 0.0204
C -1.08899 -6.72406 0.09504 -0.0089
N -1.09638 -5.49122 0.72435 0.0697
C -1.00974 -4.60368 -0.24612 0.0189
C -0.98633 -3.17618 -0.07019 0.1505
C -0.85507 -2.25296 -1.13764 -0.0407
C -0.82592 -0.91384 -0.90049 0.1531
N -0.92004 -0.34822 0.35434 -0.0087
C -1.12186 -1.25810 1.38349 0.1969
C -1.14675 -2.60863 1.21639 -0.1096
H -0.88460 -4.72786 -2.36914 -0.0019
H -0.89874 -7.50572 -3.24501 -0.0011
H -1.03896 -9.77778 -2.26145 0.0024
H -1.20598 -10.09221 0.16921 0.0002
H -1.24066 -8.13600 1.71039 0.0000
H -0.79123 -2.58295 -2.16820 0.0117
H -0.73387 -0.22313 -1.72662 0.0251
H -1.29824 -0.84209 2.36495 0.0268
H -1.32650 -3.26368 2.05854 -0.0003
```


E_tot / eV: -8165.406, -110934.761, -20573.783, -38372.838, -16989.874, -34778.040, -39260.020, -125767.814